Model A:
Molecular formula: C3H9NS
Method: DFT, ωB97M-V/def2-TZVPD

Element x y z (Å)
C (-1.23, -2.64, 2.16)
N (-0.76, -1.41, 2.26)
H (-1.51, -3.33, 3.01)
H (-1.51, -3.04, 1.18)
H (-0.50, -1.31, 3.22)
C (1.12, 1.41, -0.36)
C (0.39, 0.74, -1.53)
S (-0.62, 2.10, -2.38)
H (0.70, 1.15, 0.68)
H (0.89, 2.50, -0.46)
H (2.26, 1.32, -0.32)
H (-0.33, -0.08, -1.38)
H (1.08, 0.48, -2.42)
H (0.01, 2.11, -3.67)

The calculation puts the LUMO energy at 1.00 eV. The calculation puts the frontier orbital gap at 0.3602 Ha. Its highest occupied orbital energy is -8.80 eV.

Model B:
Molecular formula: C3H9NS
Method: DFT, ωB97M-V/def2-TZVPD

Element x y z (Å)
C (-0.47, -1.24, -0.94)
C (-0.17, -0.21, 0.12)
C (1.03, 0.82, -0.28)
S (1.41, 1.85, 1.11)
N (-1.37, 0.32, 0.71)
H (0.54, -1.65, -1.19)
H (-1.08, -2.11, -0.65)
H (-1.01, -0.83, -1.90)
H (0.25, -0.80, 0.95)
H (0.75, 1.53, -1.12)
H (1.88, 0.22, -0.61)
H (1.24, 0.21, 2.32)
H (-1.05, 1.02, 1.44)
H (-1.95, 0.87, 0.05)

The calculation puts the LUMO energy at -0.97 eV. The calculation puts the frontier orbital gap at 0.3010 Ha. Its highest occupied orbital energy is -9.16 eV.

Which is most stable, and by how much? model A, by 20.1 kcal/mol.

Model A:
Molecular formula: C6H14N2
Method: DFT, ωB97M-V/def2-TZVPD

Element x y z (Å)
C (2.56, 0.62, 0.28)
C (1.01, 0.21, 2.02)
N (1.17, 0.70, 0.67)
C (0.63, -0.94, -1.57)
N (0.08, -0.50, -0.51)
H (3.25, 1.08, 1.00)
H (2.88, -0.44, 0.20)
H (1.54, 0.89, 2.71)
H (1.39, -0.82, 2.11)
H (-0.03, 0.23, 2.32)
H (2.67, 1.00, -0.74)
H (0.33, -0.79, -2.61)
H (1.67, -1.28, -1.52)
C (-2.32, -0.36, 0.55)
C (-1.47, 0.18, -0.59)
C (-2.10, 0.25, -1.86)
H (-1.02, 1.13, -0.26)
H (-3.06, 0.38, 0.84)
H (-1.69, -0.59, 1.41)
H (-2.84, -1.29, 0.30)
H (-1.53, 0.43, -2.75)
H (-3.12, -0.07, -2.02)

The calculation puts the LUMO energy (spin up / spin down) at -0.07 / 0.57 eV. The calculation puts the frontier orbital gap (spin up / spin down) at 0.2614 / 0.3132 Ha. Its highest occupied orbital energy (spin up / spin down) is -7.19 / -7.95 eV.

Model B:
Molecular formula: C6H14N2
Method: DFT, ωB97M-V/def2-TZVPD

Element x y z (Å)
C (-0.53, 0.15, 3.49)
C (-1.02, -0.54, 2.47)
N (-0.48, -1.74, 1.95)
C (0.75, -1.75, 1.64)
H (0.44, -0.06, 3.92)
H (-1.14, 0.92, 3.95)
H (-1.96, -0.26, 2.03)
H (1.19, -2.62, 1.18)
H (1.42, -0.90, 1.81)
C (0.79, 1.58, -1.14)
N (0.26, 0.23, -1.29)
C (-1.19, 0.27, -1.36)
C (0.77, -0.37, -2.52)
H (0.79, 1.87, -0.09)
H (0.23, 2.31, -1.74)
H (1.81, 1.62, -1.52)
H (-1.59, -0.59, -1.90)
H (-1.67, 0.31, -0.38)
H (-1.56, 1.14, -1.94)
H (0.37, -1.37, -2.62)
H (1.86, -0.41, -2.52)
H (0.47, 0.21, -3.41)

The calculation puts the LUMO energy at 1.01 eV. The calculation puts the frontier orbital gap at 0.3569 Ha. Its highest occupied orbital energy is -8.70 eV.

Which is most stable, and by how much? model B, by 87.5 kcal/mol.

Model A:
Molecular formula: C6H14N2
Method: DFT, ωB97M-V/def2-TZVPD

Element x y z (Å)
C (-0.66, -0.39, 2.42)
C (0.01, 0.18, 1.31)
C (-0.01, 1.53, 1.27)
N (0.81, 2.33, 0.49)
C (0.71, -0.54, 0.27)
C (0.60, -0.19, -1.29)
C (-0.80, -0.70, -1.74)
N (-0.56, -2.01, -2.35)
H (-0.79, -1.60, 2.36)
H (-1.79, -0.12, 2.51)
H (-0.21, -0.13, 3.47)
H (-0.69, 2.11, 1.89)
H (1.76, 2.01, 0.20)
H (0.88, 3.27, 0.81)
H (1.66, -0.72, 0.58)
H (0.43, -1.63, 0.35)
H (0.81, 0.87, -1.61)
H (1.32, -0.64, -1.83)
H (-1.49, -0.75, -0.83)
H (-1.28, 0.08, -2.44)
H (-0.02, -1.95, -3.21)
H (-1.45, -2.34, -2.67)

The calculation puts the LUMO energy at 1.08 eV. The calculation puts the frontier orbital gap at 0.3065 Ha. Its highest occupied orbital energy is -7.26 eV.

Model B:
Molecular formula: C6H14N2
Method: DFT, ωB97M-V/def2-TZVPD

Element x y z (Å)
C (-1.45, 0.66, 0.74)
C (-1.81, -0.02, 1.82)
C (-1.28, -1.38, 2.14)
N (-2.67, 0.49, 2.82)
H (-1.78, 1.67, 0.55)
H (-0.72, 0.29, 0.03)
H (-2.08, -2.11, 2.29)
H (-0.73, -1.34, 3.09)
H (-0.59, -1.73, 1.38)
H (-2.40, 0.21, 3.75)
H (-2.78, 1.49, 2.79)
C (2.46, 1.30, -1.53)
C (1.86, 0.17, -1.86)
C (1.56, -0.22, -3.28)
N (1.34, -0.72, -0.91)
H (2.64, 1.63, -0.51)
H (2.78, 1.96, -2.32)
H (0.54, -0.61, -3.33)
H (2.21, -1.03, -3.62)
H (1.65, 0.64, -3.93)
H (1.28, -1.68, -1.20)
H (1.76, -0.63, 0.00)

The calculation puts the LUMO energy at 0.94 eV. The calculation puts the frontier orbital gap at 0.3333 Ha. Its highest occupied orbital energy is -8.13 eV.

Which is most stable, and by how much? model B, by 33.0 kcal/mol.